C30H50N11O6 | the ωB97M-V functional and the def2-TZVPD basis

Structure (XYZ):
```
97
Properties=species:S:1:pos:R:3:forces:R:3:nbo_charge:R:1
C -3.176 -1.585 -2.910 -0.3959 -0.1643 0.3584 -0.19
C -3.891 -1.627 -1.951 0.2169 0.2116 -0.1861 -0.07
C -4.732 -1.620 -0.764 -0.2488 -0.1515 0.3053 -0.14
H -4.449 -2.453 -0.111 -0.1448 0.0731 -0.1228 0.22
H -5.783 -1.746 -1.063 0.1256 -0.0171 0.1468 0.21
O -4.586 -0.449 0.025 -0.0197 -0.1896 0.0419 -0.56
C -5.220 0.707 -0.504 -0.1642 0.5363 0.0715 -0.12
C -5.101 1.814 0.548 -0.2441 -0.3397 -0.2577 -0.08
H -5.878 2.565 0.372 0.0347 -0.0231 0.0258 0.19
O -3.825 2.411 0.591 0.2674 -0.1377 -0.0043 -0.56
C -3.602 3.468 -0.329 0.4287 0.0830 -0.3077 -0.08
H -3.328 4.357 0.251 -0.0543 -0.0375 -0.1102 0.19
C -2.460 3.169 -1.299 -0.2824 0.0777 0.2809 -0.11
O -2.865 2.155 -2.206 -0.2219 0.0559 0.2499 -0.56
C -1.982 1.946 -3.283 0.2733 -0.1951 -0.2105 -0.06
H -1.802 2.883 -3.826 -0.0086 -0.0966 0.0199 0.18
H -2.511 1.250 -3.938 0.0913 0.0727 -0.0375 0.19
C -0.642 1.341 -2.842 -0.0533 0.3202 -0.0349 -0.26
N -0.922 0.281 -1.909 -0.2183 0.1077 0.0003 -0.61
C -0.020 -0.581 -1.435 0.0620 -0.2929 0.0769 0.73
N -0.435 -1.404 -0.452 0.1524 -0.3307 -0.2796 -0.69
C 0.465 -2.330 -0.074 0.1253 0.4947 -0.1203 0.65
N 1.702 -2.409 -0.553 0.2425 -0.2427 0.0832 -0.63
C 2.026 -1.511 -1.479 -0.6433 -0.2072 -0.1056 0.63
N 1.196 -0.583 -1.966 0.0910 0.3435 -0.2103 -0.66
N 3.260 -1.600 -2.029 0.0326 -0.0122 -0.0883 -0.40
C 3.782 -0.488 -2.785 0.0249 0.1786 -0.2954 -0.23
C 4.792 0.288 -1.895 -0.1296 0.0280 -0.2025 -0.24
N 4.555 -0.071 -0.513 0.4063 -0.1247 0.0941 -0.44
C 3.603 0.466 0.282 -0.0851 0.3824 -0.0605 0.70
O 3.192 -0.074 1.287 -0.0801 -0.1135 0.1652 -0.61
C 3.066 1.866 -0.114 0.6431 -0.1830 -0.0139 -0.16
N 1.864 2.058 0.640 -0.3277 0.2429 0.6732 -0.14
N 0.688 1.994 0.048 -0.0800 -0.0995 -0.9330 -0.07
N -0.222 2.011 0.963 0.3177 0.4100 0.1056 -0.32
C 0.357 2.084 2.180 0.6457 0.2809 0.1128 0.08
C 1.722 2.109 1.979 -0.6594 0.0774 0.1996 -0.03
H 2.559 2.154 2.640 0.1676 -0.0337 0.1325 0.27
C -0.459 2.062 3.421 0.1851 -0.1914 0.2059 -0.43
H -0.079 2.807 4.122 -0.1493 0.0540 -0.0097 0.24
H -1.484 2.332 3.160 -0.0107 0.0897 0.0226 0.22
C -0.417 0.687 4.100 -0.0611 -0.0006 -0.1483 -0.38
H -1.102 0.701 4.950 0.0267 -0.0292 0.0902 0.21
H 0.589 0.514 4.485 0.0071 -0.0011 0.0957 0.22
C -0.775 -0.483 3.180 -0.0308 0.1284 0.1767 -0.42
H -0.013 -0.587 2.406 0.0924 -0.0899 -0.0448 0.22
H -0.740 -1.393 3.780 0.0053 -0.0766 -0.0627 0.23
C -2.152 -0.363 2.519 0.1079 -0.2089 0.3083 -0.23
N -2.045 0.052 1.109 -0.2331 0.2861 -0.1235 -0.81
H -1.446 -0.639 0.530 -0.3463 0.2565 0.3405 0.45
H -1.551 0.986 1.021 -0.4679 -0.5436 -0.0874 0.45
H -2.988 0.106 0.690 0.3917 -0.0606 0.0772 0.45
H -2.764 0.366 3.054 -0.0898 -0.0314 -0.0656 0.21
H -2.672 -1.321 2.548 -0.0397 0.0876 -0.0471 0.21
H 2.766 1.880 -1.165 0.0658 0.0528 0.1153 0.26
C 4.107 2.972 0.169 -0.1895 0.2692 -0.6210 0.12
C 3.528 4.356 -0.127 0.1460 -0.3261 0.1371 -0.64
H 2.691 4.568 0.534 -0.0696 0.0110 0.0387 0.22
H 3.188 4.413 -1.158 -0.0327 0.0558 -0.1442 0.22
H 4.289 5.118 0.028 0.0616 0.0750 -0.0166 0.22
O 4.510 2.841 1.511 0.0772 -0.0846 0.3183 -0.73
H 5.147 3.532 1.724 -0.0295 -0.0413 -0.0346 0.49
H 4.972 2.796 -0.491 -0.2226 -0.0505 0.0618 0.18
C 4.927 -1.455 -0.257 0.0555 -0.1775 0.2884 -0.24
C 4.285 -2.353 -1.347 0.1044 -0.2127 0.0843 -0.24
H 3.830 -3.237 -0.904 0.1903 0.0374 -0.0685 0.25
H 5.025 -2.657 -2.091 -0.0479 -0.0235 0.0319 0.20
H 6.016 -1.538 -0.267 -0.0402 -0.0253 0.0058 0.21
H 4.552 -1.714 0.733 0.1028 -0.0048 -0.1520 0.25
H 4.710 1.360 -2.056 0.0631 -0.0253 -0.0199 0.21
H 5.817 -0.012 -2.129 -0.0488 0.1327 0.0107 0.21
H 4.278 -0.865 -3.684 -0.0353 0.0750 0.0166 0.21
H 2.935 0.134 -3.074 0.2303 -0.0302 -0.0489 0.25
N 0.106 -3.196 0.893 0.0028 -0.0205 -0.0093 -0.40
C 1.037 -4.202 1.363 0.2052 -0.4540 -0.0110 -0.25
H 2.046 -3.886 1.110 -0.0589 -0.0859 0.1271 0.25
C 0.707 -5.555 0.725 0.2741 0.2337 0.1183 -0.08
H 1.322 -6.348 1.150 0.0370 0.0683 -0.0647 0.21
O -0.633 -5.913 0.984 -0.0592 -0.1186 0.0992 -0.51
C -1.526 -4.953 0.481 -0.1745 0.3262 0.0549 -0.08
H -2.528 -5.310 0.724 0.0095 0.0820 -0.0661 0.20
C -1.275 -3.570 1.106 -0.3062 -0.3637 -0.0884 -0.25
H -1.927 -2.835 0.639 -0.0394 -0.0298 0.0932 0.22
H -1.460 -3.621 2.184 -0.0820 0.0461 -0.0391 0.20
H -1.423 -4.872 -0.613 -0.0320 -0.0022 0.0685 0.17
H 0.879 -5.497 -0.360 0.0115 -0.0194 0.0638 0.17
H 0.927 -4.277 2.450 0.0503 -0.0177 -0.0444 0.20
H -1.856 0.271 -1.528 0.0247 -0.1419 0.0007 0.42
H -0.014 2.096 -2.356 -0.0045 -0.0622 -0.1290 0.21
H -0.102 0.948 -3.707 -0.0534 0.0967 0.0112 0.22
H -2.225 4.088 -1.852 0.0081 -0.0153 0.0440 0.18
H -1.578 2.852 -0.733 -0.0637 0.1026 -0.0866 0.20
H -4.511 3.682 -0.898 -0.0029 0.0222 0.0137 0.18
H -5.258 1.373 1.537 -0.1206 0.0414 -0.0929 0.20
H -4.737 1.016 -1.439 -0.1005 -0.0375 0.0861 0.22
H -6.279 0.492 -0.696 0.0438 -0.0244 0.0441 0.18
H -2.565 -1.592 -3.763 0.3749 0.0136 -0.4869 0.24
```
Forces are in eV/Å.

Summary:
* electronic energy: -2226.69662 Ha
* relative energy (zero: lowest compared OMol25 entry of this formula, charge and spin): 0.0 kcal/mol
* M: 660.801 g/mol
* total charge: +1
* 2S+1: 1
* HOMO level: -0.400 Eh
* frontier orbital gap: 9.40 eV